# 1
C2H3NP2 in the gas phase, computed with wB97M-V/def2-TZVPD.

The geometry in XYZ format:
```
8
Properties=species:S:1:pos:R:3:mulliken_charge:R:1
C -2.06 -0.06 0.71 -0.341
P -1.00 -0.89 -0.29 0.002
P 1.21 -0.90 -0.07 0.066
C 1.57 0.83 -0.57 0.015
N 1.35 0.81 0.68 -0.328
H -1.44 0.76 1.28 0.163
H -1.59 -2.19 -0.49 0.104
H 1.97 1.64 -1.27 0.319
```

As for the structure (SMILES): C#[PH]P1C=N1. The total energy comes out at -22184.6684 eV. The highest occupied orbital energy is -8.62 eV.



# 2
A molecular structure, H6O3Tl, computed with wB97M-V/def2-TZVPD.

The geometry in XYZ format:
```
10
Properties=species:S:1:pos:R:3:mulliken_charge:R:1
Tl -1.12 -0.99 0.96 1.579
O -2.19 0.52 -1.24 -0.392
H -2.40 -0.22 -1.87 0.454
H -2.18 1.35 -1.80 0.433
O 0.75 0.12 -0.93 -0.362
H 1.45 0.80 -0.71 0.417
H 1.07 -0.32 -1.77 0.440
O 1.21 -0.42 2.22 -0.408
H 2.14 -0.65 1.94 0.421
H 1.28 -0.20 3.19 0.419
```

The total energy comes out at -10890.3458 eV. The highest occupied orbital energy is -26.53 eV. Its charge is +3.



# 3
A molecular structure, C29H45BO2P2Pd, computed with wB97M-V/def2-TZVPD.

The geometry in XYZ format:
```
80
Properties=species:S:1:pos:R:3:mulliken_spin:R:1
Pd -0.79 -0.04 0.16 0.792
C -1.77 2.51 1.25 0.100
C -2.10 1.13 1.63 0.572
C -0.75 2.09 3.28 0.320
C -0.94 3.06 2.24 0.217
C -1.46 0.93 2.96 0.042
C -2.34 3.29 0.13 -0.017
H -2.92 2.68 -0.56 -0.003
H -1.53 3.78 -0.44 0.021
H -3.00 4.09 0.48 0.026
C -0.33 4.41 2.25 0.009
H -0.65 5.01 1.39 -0.002
H 0.77 4.34 2.23 0.011
H -0.60 4.95 3.16 0.010
C 0.07 2.32 4.49 -0.003
H -0.49 2.87 5.27 0.012
H 0.96 2.91 4.25 0.003
H 0.39 1.37 4.93 0.000
C -1.64 -0.23 3.86 -0.011
H -2.23 0.03 4.76 0.027
H -0.66 -0.58 4.22 0.015
H -2.15 -1.07 3.38 0.003
C -3.42 0.49 1.35 0.022
H -4.20 0.88 2.02 0.020
H -3.36 -0.59 1.52 0.020
H -3.74 0.68 0.33 0.005
C 0.54 -1.65 -3.86 0.230
C -0.77 -1.23 -3.88 -0.049
C -1.92 -2.11 -4.28 0.019
C -1.97 -3.44 -3.49 -0.003
C -1.40 -3.37 -2.12 0.078
C -0.16 -3.86 -1.86 0.108
C 0.93 -4.04 -2.88 0.014
C 1.02 -3.03 -4.07 -0.015
H -1.83 -2.34 -5.36 -0.003
H -1.46 -4.22 -4.08 0.000
H -2.88 -1.59 -4.15 0.005
H 0.62 -3.50 -4.99 0.019
H 1.32 -0.88 -3.93 0.015
H -0.94 -0.21 -4.23 0.016
H 2.11 -2.92 -4.23 -0.004
H 1.87 -3.98 -2.31 0.000
H 0.13 -4.23 -0.88 -0.038
H 0.89 -5.06 -3.31 -0.006
H -3.02 -3.74 -3.42 -0.001
H -2.09 -3.03 -1.36 -0.067
P -0.14 0.19 -2.10 0.492
C 0.94 1.53 -2.67 0.011
C -1.94 0.46 -2.39 0.070
P 0.45 -2.02 0.51 0.328
C 0.88 -1.31 -1.22 0.264
C -0.96 -3.08 1.02 0.075
C 1.92 -2.57 1.35 0.028
H 1.47 2.00 -1.83 0.009
H 0.30 2.27 -3.17 0.004
H 1.65 1.12 -3.41 0.004
H -2.48 -0.52 -2.37 0.006
H -1.98 0.92 -3.40 0.009
H -2.44 1.14 -1.68 0.008
H 2.58 -3.12 0.66 0.014
H 1.63 -3.24 2.17 0.001
H 2.44 -1.71 1.77 0.000
H 1.96 -1.22 -1.43 0.036
H 0.38 -2.07 -1.82 -0.051
H -1.15 -2.87 2.10 0.000
H -0.76 -4.16 0.91 0.020
H -1.88 -2.79 0.49 0.003
O 1.68 1.92 0.24 -0.181
B 1.01 0.77 0.78 0.261
O 1.79 0.41 1.93 0.042
C 2.89 1.23 2.00 -0.005
C 3.79 1.35 3.05 -0.004
C 4.67 2.43 3.02 0.000
C 4.63 3.37 1.98 0.001
C 3.69 3.25 0.93 0.004
C 2.84 2.15 0.96 0.019
H 3.72 0.61 3.84 0.000
H 5.41 2.52 3.82 0.000
H 5.33 4.20 1.96 0.000
H 3.58 3.97 0.13 0.000
```

The total energy comes out at -57610.1603 eV. As for the expectation value of S²: 6.040. The highest occupied orbital energy (spin up / spin down) is -11.29 / -13.33 eV. Its charge is +2. As for the spin multiplicity: 5.



# 4
C23H24N4O3 in the gas phase, computed with wB97M-V/def2-TZVPD.

The geometry in XYZ format:
```
54
Properties=species:S:1:pos:R:3:mulliken_charge:R:1
C 0.78 3.17 -1.66 -0.719
O 2.14 2.89 -1.42 -0.511
C 2.57 2.34 -0.25 1.601
C 3.95 2.44 -0.05 -0.580
C 4.55 1.95 1.09 -0.430
C 3.77 1.35 2.07 -0.983
C 2.41 1.23 1.88 -0.679
C 1.78 1.68 0.71 -0.630
C 0.33 1.46 0.63 -1.005
C -0.32 0.59 -0.16 0.357
N -1.71 0.45 -0.17 0.022
C -2.65 1.13 0.53 0.458
O -2.40 2.02 1.32 -0.677
C -4.05 0.68 0.26 0.325
C -4.98 0.83 1.28 -0.434
C -6.29 0.44 1.10 -0.589
C -6.69 -0.09 -0.12 -0.340
C -5.77 -0.22 -1.15 -0.758
C -4.46 0.16 -0.96 -0.288
C 0.27 -0.36 -1.16 1.087
O -0.47 -0.97 -1.93 -0.784
N 1.60 -0.51 -1.15 0.149
C 2.28 -1.46 -2.00 -1.001
C 3.00 -2.54 -1.20 -0.694
C 2.04 -3.48 -0.45 -0.720
N 1.30 -2.80 0.58 0.242
C -0.06 -2.69 0.66 -0.002
C -0.32 -1.94 1.78 -0.846
N 0.85 -1.60 2.38 -0.502
C 1.79 -2.13 1.64 -0.326
H 0.26 2.29 -2.06 0.229
H 0.78 3.95 -2.42 0.361
H 0.27 3.52 -0.77 0.351
H 4.52 2.94 -0.82 0.477
H 5.61 2.04 1.22 0.406
H 4.22 0.97 2.97 0.457
H 1.80 0.74 2.62 0.526
H -0.26 2.00 1.35 0.512
H -2.00 -0.28 -0.82 0.257
H -4.65 1.26 2.22 0.428
H -7.00 0.55 1.90 0.383
H -7.72 -0.40 -0.26 0.386
H -6.09 -0.62 -2.10 0.390
H -3.76 0.07 -1.79 0.512
H 2.15 -0.01 -0.47 -0.182
H 3.01 -0.93 -2.62 0.364
H 1.52 -1.90 -2.65 0.522
H 3.60 -3.14 -1.88 0.431
H 3.68 -2.07 -0.49 0.338
H 1.33 -3.91 -1.15 0.351
H 2.62 -4.29 0.00 0.334
H -0.72 -3.12 -0.07 0.473
H -1.26 -1.63 2.18 0.455
H 2.84 -2.05 1.85 0.497
```

As for the structure (SMILES): COc1ccccc1/C=C(/NC(=O)c1ccccc1)C(=O)NCCCn1ccnc1. The total energy comes out at -36343.9903 eV. The highest occupied orbital energy is -8.35 eV.



# 5
C3H5ClS2 in the gas phase, computed with wB97M-V/def2-TZVPD.

The geometry in XYZ format:
```
11
Properties=species:S:1:pos:R:3:mulliken_charge:R:1
S -1.85 0.05 -1.38 -0.194
C -0.91 -0.53 -0.20 0.172
S -0.60 -2.23 -0.08 -0.129
C -0.17 0.37 0.79 -0.686
C 1.12 0.66 0.04 -0.427
Cl 2.16 1.88 1.01 -0.229
H 0.46 -2.19 0.75 0.119
H -0.81 1.31 0.86 0.303
H -0.03 -0.16 1.73 0.375
H 1.74 -0.20 -0.12 0.340
H 0.93 1.15 -0.91 0.355
```

As for the structure (SMILES): S=C(S)CCCl. The total energy comes out at -37384.4647 eV. The highest occupied orbital energy is -9.11 eV.



# 6
2 unconnected molecules or ions with the total composition C2H6BrP, computed with wB97M-V/def2-TZVPD.

The geometry in XYZ format:
```
10
Properties=species:S:1:pos:R:3:mulliken_charge:R:1
C -1.42 -1.00 1.85 -0.889
C -0.82 1.29 0.39 -0.744
P -0.65 -0.51 0.30 0.015
Br 1.85 4.60 1.11 -0.006
H -0.66 -0.88 2.65 0.264
H -1.89 -1.98 1.83 0.326
H -2.25 -0.39 2.05 0.288
H -0.26 1.84 1.18 0.243
H -1.96 1.42 0.69 0.229
H -0.62 1.66 -0.64 0.275
```

The total energy comes out at -81499.7168 eV. The highest occupied orbital energy (spin up / spin down) is -9.23 / -7.61 eV.



# 7
A molecular structure, C39H40ClN7O6Sn, computed with wB97M-V/def2-TZVPD.

The geometry in XYZ format:
```
94
Properties=species:S:1:pos:R:3:mulliken_charge:R:1
Sn 0.06 0.35 0.19 1.127
O -2.73 0.39 5.57 -0.582
C -3.19 1.46 4.96 0.528
O -4.13 2.09 5.38 -0.618
C -2.49 1.88 3.70 -0.044
C -2.78 3.02 2.98 -0.140
Cl -4.05 4.11 3.28 -0.165
N -1.93 3.10 1.92 0.305
N -1.12 2.02 1.91 0.726
C -1.44 1.29 2.96 -0.141
C -0.70 -0.01 3.18 0.569
O -0.78 -0.56 4.27 -0.829
O -0.05 -0.45 2.18 -0.381
C -1.69 4.12 0.93 1.004
C -2.40 5.32 0.89 -0.978
C -2.11 6.26 -0.09 -0.825
C -1.11 6.03 -1.03 -0.624
C -0.39 4.86 -0.96 -1.179
C -0.67 3.91 0.01 0.325
H -1.93 0.01 5.11 0.432
H -3.17 5.54 1.60 0.438
H -2.68 7.18 -0.11 0.407
H -0.90 6.77 -1.79 0.411
H 0.42 4.66 -1.65 0.473
H -0.05 3.03 0.07 0.070
C -1.98 -4.62 -1.34 -1.138
C -0.94 -4.12 -0.56 -0.138
C -0.92 -2.78 -0.19 -0.690
C -1.91 -1.90 -0.61 -0.130
C -2.96 -2.41 -1.39 -0.221
C -2.99 -3.75 -1.74 -0.450
N -1.84 -0.54 -0.30 0.425
C -3.03 0.15 0.03 -0.743
C -3.34 1.35 -0.61 -0.304
C -4.46 2.09 -0.23 -0.644
C -5.28 1.63 0.79 -0.621
C -4.99 0.43 1.42 -0.809
C -3.88 -0.30 1.05 0.338
H -2.02 -5.67 -1.60 0.444
H -0.16 -4.78 -0.21 0.462
H -0.14 -2.43 0.48 0.607
H -3.75 -1.74 -1.72 0.568
H -3.81 -4.12 -2.33 0.421
H -2.70 1.70 -1.42 0.494
H -4.68 3.03 -0.73 0.449
H -6.15 2.21 1.09 0.429
H -5.63 0.07 2.21 0.421
H -3.64 -1.23 1.55 0.535
C -0.25 -4.67 -4.05 -1.011
N 0.25 -3.32 -3.85 -0.061
N 1.03 -3.08 -2.73 0.801
C 0.84 -1.78 -2.29 0.909
O 1.47 -1.28 -1.35 -0.777
C -0.19 -1.24 -3.14 -1.194
C -0.54 -2.21 -4.02 0.572
C -1.64 -2.22 -5.02 -1.677
C 2.20 -3.84 -2.48 0.102
C 2.95 -4.36 -3.53 -0.115
C 4.09 -5.10 -3.26 -0.697
C 4.49 -5.31 -1.95 -0.476
C 3.75 -4.78 -0.91 -1.078
C 2.59 -4.05 -1.16 0.087
H 0.55 -5.37 -3.86 0.437
H -0.56 -4.77 -5.09 0.390
H -1.09 -4.89 -3.38 0.174
H -0.61 -0.25 -3.06 0.426
H -2.14 -1.25 -5.02 0.411
H -2.39 -2.98 -4.77 0.332
H -1.27 -2.42 -6.02 0.373
H 2.65 -4.16 -4.55 0.472
H 4.67 -5.50 -4.08 0.397
H 5.38 -5.89 -1.74 0.399
H 4.06 -4.94 0.12 0.419
H 2.00 -3.63 -0.36 0.364
C 2.06 3.55 3.06 -0.853
N 3.29 2.84 2.80 0.191
C 3.94 2.31 3.99 -1.139
C 3.40 2.18 1.59 0.521
O 2.44 2.03 0.83 -0.558
N 4.64 1.70 1.26 0.182
C 4.75 0.80 0.13 -0.921
C 5.87 2.33 1.67 -1.186
H 2.28 4.40 3.72 0.368
H 1.32 2.91 3.55 0.237
H 1.64 3.92 2.13 0.197
H 3.19 1.88 4.65 0.359
H 4.47 3.10 4.53 0.302
H 4.65 1.53 3.73 0.402
H 3.78 0.36 -0.09 0.141
H 5.47 0.01 0.36 0.376
H 5.09 1.33 -0.77 0.330
H 5.68 3.18 2.31 0.375
H 6.42 2.69 0.79 0.378
H 6.52 1.63 2.20 0.304
```

The total energy comes out at -82163.5778 eV. The highest occupied orbital energy is -7.35 eV.



# 8
A molecular structure, C8H21IIrNO3P2, computed with wB97M-V/def2-TZVPD.

The geometry in XYZ format:
```
37
Properties=species:S:1:pos:R:3:mulliken_spin:R:1
C -0.49 0.11 -1.79 0.066
I 1.96 0.22 1.74 1.064
H 0.50 0.17 -2.26 0.031
H -1.09 0.97 -2.09 0.009
H -1.00 -0.79 -2.13 0.030
Ir -0.19 0.08 0.22 1.587
P 0.32 2.39 -0.09 0.251
C -1.09 3.29 0.66 0.052
C 1.77 3.24 0.69 0.038
H 1.84 4.26 0.30 0.009
H 0.66 4.19 -1.71 0.008
H 2.70 2.71 0.45 0.000
H 1.29 2.64 -2.31 0.002
H -1.22 2.95 1.69 0.003
H 1.66 3.30 1.78 -0.002
C 0.46 3.11 -1.78 0.016
H -0.90 4.37 0.64 0.019
H -0.47 2.96 -2.34 0.000
H -2.00 3.08 0.08 0.000
P 0.28 -2.30 -0.14 0.232
C -1.09 -3.37 0.49 0.042
C 0.54 -2.94 -1.83 0.016
H 2.59 -2.33 0.58 -0.005
H 1.91 -4.00 0.54 0.008
H 1.49 -2.88 1.87 -0.007
C 1.71 -2.95 0.80 0.061
H 1.38 -2.40 -2.29 0.002
H 0.78 -4.00 -1.77 0.010
H -0.98 -4.39 0.08 0.016
H -2.05 -2.93 0.19 0.002
H -0.35 -2.80 -2.44 0.001
H -1.05 -3.40 1.59 0.004
C -2.07 0.23 0.58 0.205
O -3.21 0.35 0.73 0.093
O -1.81 -1.39 4.08 0.639
N -1.40 -0.64 3.18 0.206
O -1.38 -1.12 1.98 0.292
```

The total energy comes out at -45748.7619 eV. As for the expectation value of S²: 8.771. The highest occupied orbital energy (spin up / spin down) is -18.90 / -21.49 eV. Its charge is +3. As for the spin multiplicity: 6.